{
  "formula": "C6H12O",
  "method": "ωB97M-V/def2-TZVPD",
  "e_tot_ev": -8459.06263,
  "total_charge": 0,
  "homo_ev": -7.71,
  "orbital_gap_ev": 8.617,
  "de_lowest_ev": 5.291,
  "species": ["C", "C", "C", "O", "C", "C", "C", "H", "H", "H", "H", "H", "H", "H", "H", "H", "H", "H", "H"],
  "coordinates": [[-2.422, 0.411, 0.096], [-1.263, -0.563, 0.189], [-0.319, -0.864, -0.842], [0.766, -1.460, -0.583], [1.466, -0.134, 0.524], [2.458, 0.355, -0.490], [0.412, 0.652, 0.917], [-3.318, -0.213, 0.148], [-2.372, 1.028, -0.821], [-2.527, 1.146, 0.940], [-1.154, -1.058, 1.142], [-1.294, -1.623, -0.726], [-0.554, -0.384, -1.791], [1.826, -0.891, 1.205], [3.071, -0.436, -0.978], [3.096, 1.008, 0.132], [1.972, 0.957, -1.286], [0.112, 1.501, 0.306], [0.045, 0.569, 1.921]]
}